[1]
Entry from the Open Molecules 2025 dataset: a molecular structure, C10H26BrCrN2O3 in a non-equilibrium geometry (ωB97M-V/def2-TZVPD).

Values from the calculation:
* energy above the lowest of the compared OMol25 structures with the same formula, charge and spin: 19.46 kJ/mol
* maximum force: 4.7 eV/A
* molecular weight: 354.2 g/mol
* net charge: +2
* 2S+1: 6
* HOMO-LUMO gap (spin up / spin down): 0.269 / 0.148 hartree
* <S²>: 8.778

Geometry (Å):
1 Cr 2.3877 0.8032 0.8270
2 Br 0.4382 -0.4755 -0.4221
3 C -0.5145 2.1147 4.5355
4 O 0.6132 1.3656 4.0706
5 C 0.4538 0.0100 3.8230
6 C 1.8753 -0.6697 3.6703
7 N 2.4537 -0.7411 2.3250
8 C 3.8134 -1.2031 2.3266
9 C 4.2781 -1.5061 0.8918
10 O 4.1516 -0.3135 0.1203
11 C 4.4726 -0.4702 -1.1815
12 H -0.9078 2.7214 3.7197
13 H -0.4385 2.8311 5.3535
14 H -1.3870 1.4849 4.7094
15 H -0.1721 -0.0792 2.9351
16 H -0.1573 -0.4451 4.6025
17 H 1.8267 -1.6416 4.1615
18 H 2.6030 -0.2292 4.3518
19 H 1.9668 -1.5194 1.9040
20 H 3.8894 -2.0810 2.9682
21 H 4.5161 -0.6026 2.9044
22 H 3.8582 -2.3434 0.3345
23 H 5.3167 -1.8314 0.8318
24 H 4.4941 0.4406 -1.7799
25 H 3.7613 -1.1479 -1.6534
26 H 5.4542 -0.9354 -1.0909
27 C -3.5897 2.0176 -2.6162
28 C -4.0239 1.3062 -3.8980
29 C -3.2267 -0.0260 -4.0337
30 O -3.2841 -0.7656 -2.8292
31 C -2.2146 -1.6020 -2.6700
32 N -5.4619 0.9556 -3.8435
33 H -4.0234 3.0098 -2.4915
34 H -2.5200 2.2221 -2.5712
35 H -3.9302 1.4808 -1.7308
36 H -3.8022 1.7852 -4.8517
37 H -2.2791 0.2885 -4.4709
38 H -3.6790 -0.6480 -4.8061
39 H -1.1869 -1.2391 -2.6786
40 H -2.2717 -2.4721 -3.3240
41 H -2.3237 -2.2020 -1.7666
42 H -5.5621 0.4242 -2.9905
43 H -5.6675 1.9284 -3.6660

Charge distribution, Löwdin scheme, values in e: atom 1 (Cr): 0.834, atom 2 (Br): -0.037, atom 3 (C): -0.070, atom 4 (O): -0.197, atom 5 (C): -0.203, atom 6 (C): -0.121, atom 7 (N): -0.158, atom 8 (C): -0.166, atom 9 (C): -0.145, atom 10 (O): -0.315, atom 11 (C): -0.100, atom 12 (H): 0.083, atom 13 (H): 0.099, atom 14 (H): 0.090, atom 15 (H): 0.107, atom 16 (H): 0.131, atom 17 (H): 0.137, atom 18 (H): 0.137, atom 19 (H): 0.096, atom 20 (H): 0.147, atom 21 (H): 0.149, atom 22 (H): 0.145, atom 23 (H): 0.145, atom 24 (H): 0.119, atom 25 (H): 0.105, atom 26 (H): 0.117, atom 27 (C): -0.045, atom 28 (C): -0.387, atom 29 (C): -0.099, atom 30 (O): 0.098, atom 31 (C): -0.045, atom 32 (N): 0.068, atom 33 (H): 0.095, atom 34 (H): 0.087, atom 35 (H): 0.091, atom 36 (H): 0.155, atom 37 (H): 0.158, atom 38 (H): 0.187, atom 39 (H): 0.072, atom 40 (H): 0.160, atom 41 (H): 0.122, atom 42 (H): 0.075, atom 43 (H): 0.081

***

[2]
Entry from the Open Molecules 2025 dataset: a molecular structure, C10H26Cl8INO2Si2 in a non-equilibrium geometry (ωB97M-V/def2-TZVPD).

Values from the calculation:
* maximum force: 1.0 eV/A
* molecular weight: 659.0 g/mol
* HOMO-LUMO gap: 0.324 hartree

Geometry (Å):
1 C -1.5496 0.0603 -0.6267
2 N -2.2466 -0.2951 0.6126
3 C -3.0287 -1.5169 0.5125
4 Si -4.7413 -1.2998 -0.1826
5 O -5.7077 -2.3980 0.5319
6 I -4.7081 -1.7520 -2.6011
7 O -5.2255 0.2338 0.1015
8 Si -6.7384 0.7814 -0.3242
9 H -0.6818 0.6476 -0.4015
10 H -1.2292 -0.8449 -1.0990
11 H -2.1654 0.6115 -1.3261
12 H -2.8161 0.4717 0.9361
13 H -2.4855 -2.2398 -0.0653
14 H -3.1754 -1.9528 1.4903
15 H -6.6601 -2.2851 0.3795
16 H -7.7345 0.0691 0.5067
17 H -6.8014 2.2166 -0.0052
18 H -7.0114 0.5690 -1.7549
19 Cl 1.7102 0.4601 1.4777
20 C 0.6300 0.3286 2.8875
21 C 0.1281 1.6721 3.3361
22 Cl 1.4205 2.6826 4.0368
23 H 1.1764 -0.1765 3.6790
24 H -0.2129 -0.2841 2.5724
25 H -0.6259 1.5372 4.1088
26 H -0.3083 2.2230 2.5079
27 Cl -1.9797 1.2301 -3.9782
28 C -0.8800 2.6193 -4.1832
29 C -0.1729 2.9878 -2.9078
30 Cl -1.2949 3.6616 -1.6960
31 H -1.4696 3.4531 -4.5522
32 H -0.1520 2.3364 -4.9405
33 H 0.5691 3.7557 -3.1149
34 H 0.3218 2.1317 -2.4622
35 Cl 4.2350 -0.8344 -1.0392
36 C 2.9717 -2.0836 -0.9111
37 C 2.2975 -2.3570 -2.2271
38 Cl 1.2817 -0.9960 -2.7784
39 H 2.2612 -1.7556 -0.1572
40 H 3.4646 -2.9881 -0.5601
41 H 1.6383 -3.2162 -2.1236
42 H 3.0235 -2.5636 -3.0074
43 Cl 5.3688 -2.0873 2.1311
44 C 6.4357 -0.7077 1.7756
45 C 7.4102 -0.4437 2.8909
46 Cl 6.6035 0.1548 4.3631
47 H 5.8024 0.1541 1.5873
48 H 6.9780 -0.9514 0.8644
49 H 8.1165 0.3228 2.5795
50 H 7.9582 -1.3425 3.1566

Charge distribution, Löwdin scheme, values in e: atom 1 (C): -0.160, atom 2 (N): -0.150, atom 3 (C): -0.297, atom 4 (Si): -0.143, atom 5 (O): -0.169, atom 6 (I): 0.501, atom 7 (O): -0.428, atom 8 (Si): 0.537, atom 9 (H): 0.035, atom 10 (H): 0.047, atom 11 (H): 0.017, atom 12 (H): 0.086, atom 13 (H): 0.071, atom 14 (H): 0.079, atom 15 (H): 0.057, atom 16 (H): -0.055, atom 17 (H): -0.061, atom 18 (H): -0.067, atom 19 (Cl): 0.570, atom 20 (C): -0.648, atom 21 (C): -0.668, atom 22 (Cl): 0.537, atom 23 (H): 0.069, atom 24 (H): 0.055, atom 25 (H): 0.073, atom 26 (H): 0.063, atom 27 (Cl): 0.548, atom 28 (C): -0.648, atom 29 (C): -0.650, atom 30 (Cl): 0.546, atom 31 (H): 0.066, atom 32 (H): 0.073, atom 33 (H): 0.074, atom 34 (H): 0.048, atom 35 (Cl): 0.543, atom 36 (C): -0.668, atom 37 (C): -0.647, atom 38 (Cl): 0.555, atom 39 (H): 0.023, atom 40 (H): 0.069, atom 41 (H): 0.074, atom 42 (H): 0.066, atom 43 (Cl): 0.531, atom 44 (C): -0.686, atom 45 (C): -0.668, atom 46 (Cl): 0.537, atom 47 (H): 0.058, atom 48 (H): 0.067, atom 49 (H): 0.072, atom 50 (H): 0.065

***

[3]
Entry from the Open Molecules 2025 dataset: a molecular structure, C10H26CoO2P3S2 in a non-equilibrium geometry (ωB97M-V/def2-TZVPD).

Values from the calculation:
* energy above the lowest of the compared OMol25 structures with the same formula, charge and spin: 231.55 kJ/mol
* maximum force: 3.6 eV/A
* molecular weight: 394.3 g/mol
* net charge: +1
* 2S+1: 2
* HOMO-LUMO gap (spin up / spin down): 0.290 / 0.297 hartree
* <S²>: 0.793

Geometry (Å):
1 Co 0.4088 -0.0011 -0.0276
2 C -5.2006 0.2262 1.3871
3 C -4.4202 -0.5638 0.3670
4 O -3.2053 0.1840 0.0657
5 P -1.9662 -0.4598 -0.6416
6 S -0.2815 0.2530 -2.0747
7 S -0.9779 -1.6280 0.7309
8 O -2.5604 -1.6055 -1.5721
9 C -3.0135 -1.4594 -2.9467
10 C -2.0307 -2.1007 -3.8989
11 H -6.1569 -0.2650 1.5633
12 H -5.3776 1.2379 1.0256
13 H -4.6561 0.2830 2.3284
14 H -4.9884 -0.6868 -0.5541
15 H -4.1410 -1.5478 0.7451
16 H -3.1829 -0.4049 -3.1728
17 H -3.9670 -1.9844 -2.9835
18 H -1.0876 -1.5619 -3.9003
19 H -2.4412 -2.1039 -4.9085
20 H -1.8415 -3.1295 -3.5937
21 C 1.2855 -0.5236 3.6457
22 P 1.7231 -0.2216 1.9099
23 C 2.5341 -1.7962 1.4500
24 C 3.1800 0.8905 2.0245
25 C 3.7395 1.1227 0.6278
26 P 2.3422 1.3233 -0.5509
27 C 3.1611 1.7951 -2.0998
28 C 1.6154 2.9162 -0.0209
29 H 0.5006 -1.2776 3.6940
30 H 0.9217 0.3912 4.1121
31 H 2.1658 -0.8805 4.1801
32 H 3.3802 -1.9929 2.1104
33 H 2.8772 -1.7577 0.4165
34 H 1.8101 -2.6055 1.5378
35 H 3.9090 0.4223 2.6880
36 H 2.8766 1.8357 2.4785
37 H 4.3378 0.2701 0.3003
38 H 4.3704 2.0116 0.5730
39 H 3.7955 2.6622 -1.9181
40 H 2.4093 2.0444 -2.8482
41 H 3.7660 0.9701 -2.4747
42 H 2.3985 3.6656 0.1067
43 H 1.0645 2.8020 0.9126
44 H 0.9237 3.2512 -0.7938

Charge distribution, Löwdin scheme, values in e: atom 1 (Co): -0.400, atom 2 (C): -0.059, atom 3 (C): -0.246, atom 4 (O): -0.308, atom 5 (P): 0.214, atom 6 (S): 0.382, atom 7 (S): 0.420, atom 8 (O): -0.383, atom 9 (C): -0.272, atom 10 (C): -0.087, atom 11 (H): 0.090, atom 12 (H): 0.086, atom 13 (H): 0.084, atom 14 (H): 0.122, atom 15 (H): 0.114, atom 16 (H): 0.112, atom 17 (H): 0.121, atom 18 (H): 0.019, atom 19 (H): 0.087, atom 20 (H): 0.088, atom 21 (C): -0.232, atom 22 (P): 0.777, atom 23 (C): -0.247, atom 24 (C): -0.388, atom 25 (C): -0.386, atom 26 (P): 0.782, atom 27 (C): -0.233, atom 28 (C): -0.244, atom 29 (H): 0.045, atom 30 (H): 0.054, atom 31 (H): 0.059, atom 32 (H): 0.061, atom 33 (H): 0.044, atom 34 (H): 0.038, atom 35 (H): 0.096, atom 36 (H): 0.089, atom 37 (H): 0.088, atom 38 (H): 0.096, atom 39 (H): 0.061, atom 40 (H): 0.046, atom 41 (H): 0.056, atom 42 (H): 0.061, atom 43 (H): 0.041, atom 44 (H): 0.050

***

[4]
Entry from the Open Molecules 2025 dataset: a molecular structure, C10H26InN2O3 in a non-equilibrium geometry (ωB97M-V/def2-TZVPD).

Values from the calculation:
* energy above the lowest of the compared OMol25 structures with the same formula, charge and spin: 165.09 kJ/mol
* maximum force: 2.6 eV/A
* molecular weight: 337.1 g/mol
* net charge: +3
* HOMO-LUMO gap: 0.136 hartree

Geometry (Å):
1 In -16.6618 -23.2206 -2.3851
2 C -13.1120 -22.4613 -4.1883
3 O -13.6861 -22.6976 -2.9031
4 C -12.7048 -23.2831 -1.9420
5 C -13.4436 -23.5987 -0.6797
6 N -14.6090 -24.4935 -0.8059
7 C -14.2385 -25.7556 -1.3594
8 C -15.3959 -26.7573 -1.3309
9 O -16.4289 -26.2486 -2.1223
10 C -17.3680 -27.2682 -2.3872
11 H -13.7255 -21.9070 -4.8985
12 H -12.7639 -23.3507 -4.7135
13 H -12.1248 -22.0404 -3.9974
14 H -11.9305 -22.5645 -1.6730
15 H -12.1630 -24.1391 -2.3441
16 H -13.6458 -22.6378 -0.2064
17 H -12.7792 -24.1640 -0.0262
18 H -14.9798 -24.6900 0.1128
19 H -13.4303 -26.2235 -0.7974
20 H -13.8419 -25.5579 -2.3553
21 H -15.8595 -26.8942 -0.3539
22 H -15.0216 -27.7455 -1.5982
23 H -17.8049 -27.7236 -1.4985
24 H -16.9861 -28.1546 -2.8938
25 H -18.1663 -26.9096 -3.0370
26 C -20.8802 -23.7249 0.6765
27 C -19.9055 -23.2550 -0.4129
28 C -19.7555 -21.7333 -0.5462
29 O -18.8006 -21.4853 -1.5012
30 C -19.0296 -20.2099 -2.1469
31 N -18.6172 -23.8267 -0.1199
32 H -20.4215 -23.4620 1.6297
33 H -21.2197 -24.7605 0.6548
34 H -21.8075 -23.1541 0.6280
35 H -20.3827 -23.5386 -1.3509
36 H -19.4552 -21.3184 0.4160
37 H -20.7111 -21.2336 -0.7052
38 H -19.0779 -19.3797 -1.4422
39 H -19.9465 -20.1719 -2.7350
40 H -18.1585 -20.0283 -2.7765
41 H -18.7327 -24.7184 0.3402
42 H -18.2609 -23.3193 0.6774

Charge distribution, Löwdin scheme, values in e: atom 1 (In): 1.466, atom 2 (C): -0.045, atom 3 (O): -0.243, atom 4 (C): -0.131, atom 5 (C): -0.142, atom 6 (N): -0.008, atom 7 (C): -0.150, atom 8 (C): -0.176, atom 9 (O): -0.238, atom 10 (C): -0.056, atom 11 (H): 0.115, atom 12 (H): 0.112, atom 13 (H): 0.117, atom 14 (H): 0.161, atom 15 (H): 0.144, atom 16 (H): 0.152, atom 17 (H): 0.167, atom 18 (H): 0.150, atom 19 (H): 0.177, atom 20 (H): 0.144, atom 21 (H): 0.151, atom 22 (H): 0.159, atom 23 (H): 0.116, atom 24 (H): 0.122, atom 25 (H): 0.110, atom 26 (C): 0.006, atom 27 (C): -0.387, atom 28 (C): -0.207, atom 29 (O): -0.278, atom 30 (C): -0.013, atom 31 (N): 0.129, atom 32 (H): 0.102, atom 33 (H): 0.109, atom 34 (H): 0.115, atom 35 (H): 0.161, atom 36 (H): 0.157, atom 37 (H): 0.159, atom 38 (H): 0.122, atom 39 (H): 0.123, atom 40 (H): 0.098, atom 41 (H): 0.120, atom 42 (H): 0.114

***

[5]
Entry from the Open Molecules 2025 dataset: 3 unconnected molecules or ions with the total composition C10H26NO2PSi (ωB97M-V/def2-TZVPD).

Values from the calculation:
* energy above the lowest of the compared OMol25 structures with the same formula, charge and spin: 0.00 kJ/mol
* maximum force: 0.7 eV/A
* structure (SMILES): CNC[SiH2]P(C)C.CC(C)=O.CC(C)=O
* molecular weight: 251.4 g/mol
* HOMO-LUMO gap: 0.322 hartree

Geometry (Å):
1 C -4.9409 -0.6040 -0.8458
2 N -3.6772 -0.2456 -1.5017
3 C -3.1535 1.0821 -1.1162
4 Si -3.0308 1.4298 0.7510
5 P -1.0169 2.2062 1.2872
6 C 0.1757 0.8409 0.8409
7 C -1.0098 2.1715 3.1424
8 H -4.7540 -1.0623 0.1174
9 H -5.4399 -1.3590 -1.4494
10 H -5.6346 0.2348 -0.7411
11 H -3.8936 -0.1892 -2.4920
12 H -3.7440 1.8874 -1.5566
13 H -2.1435 1.1785 -1.5144
14 H -3.4231 0.2733 1.5946
15 H -3.9756 2.5296 1.0667
16 H 0.9789 1.2854 0.2696
17 H 0.5751 0.4381 1.7672
18 H -0.2872 0.0592 0.2518
19 H -1.5069 3.0717 3.4838
20 H -1.4758 1.2885 3.5635
21 H 0.0306 2.2375 3.4432
22 C -0.6524 -2.0655 -2.8674
23 C 0.5873 -1.2096 -2.8147
24 C 1.8421 -1.7920 -3.4191
25 O 0.5907 -0.1112 -2.3051
26 H -1.4834 -1.5570 -2.3844
27 H -0.9106 -2.2810 -3.9063
28 H -0.4712 -3.0108 -2.3528
29 H 1.6825 -2.0046 -4.4773
30 H 2.1029 -2.7226 -2.9126
31 H 2.6615 -1.0844 -3.3148
32 C 3.9215 -0.1508 0.9022
33 C 4.3588 -0.6534 2.2564
34 C 5.2527 0.2566 3.0645
35 O 4.0085 -1.7312 2.6761
36 H 3.2831 -0.8922 0.4274
37 H 3.3644 0.7807 1.0119
38 H 4.7924 0.0301 0.2701
39 H 4.7477 1.2053 3.2533
40 H 6.1753 0.4567 2.5174
41 H 5.4933 -0.2173 4.0130

Charge distribution, Löwdin scheme, values in e: atom 1 (C): -0.171, atom 2 (N): -0.187, atom 3 (C): -0.396, atom 4 (Si): 0.469, atom 5 (P): 0.665, atom 6 (C): -0.358, atom 7 (C): -0.380, atom 8 (H): 0.049, atom 9 (H): 0.074, atom 10 (H): 0.075, atom 11 (H): 0.090, atom 12 (H): 0.063, atom 13 (H): 0.052, atom 14 (H): -0.061, atom 15 (H): -0.068, atom 16 (H): 0.005, atom 17 (H): 0.025, atom 18 (H): 0.010, atom 19 (H): 0.018, atom 20 (H): 0.023, atom 21 (H): 0.020, atom 22 (C): -0.018, atom 23 (C): -0.498, atom 24 (C): -0.026, atom 25 (O): 0.053, atom 26 (H): 0.056, atom 27 (H): 0.087, atom 28 (H): 0.088, atom 29 (H): 0.084, atom 30 (H): 0.085, atom 31 (H): 0.079, atom 32 (C): -0.026, atom 33 (C): -0.507, atom 34 (C): -0.026, atom 35 (O): 0.068, atom 36 (H): 0.080, atom 37 (H): 0.074, atom 38 (H): 0.085, atom 39 (H): 0.084, atom 40 (H): 0.084, atom 41 (H): 0.080

***

[6]
Entry from the Open Molecules 2025 dataset: 4 unconnected molecules or ions with the total composition C10H26NO5 (ωB97M-V/def2-TZVPD).

Values from the calculation:
* maximum force: 0.5 eV/A
* molecular weight: 240.3 g/mol
* net charge: +1
* HOMO-LUMO gap: 0.326 hartree

Geometry (Å):
1 O -2.5036 -1.0371 -1.6831
2 C -2.5794 0.1576 -1.6716
3 O -3.3090 0.8052 -2.6102
4 C -1.9049 1.0032 -0.6098
5 C -0.4035 0.6950 -0.5631
6 C 0.3051 0.6230 -1.9176
7 C 1.1670 1.8426 -2.2972
8 C 1.9619 1.2580 -3.4503
9 N 2.5031 0.0062 -2.8106
10 C 1.3788 -0.4753 -1.8821
11 H -2.9710 1.6937 -2.7695
12 H -2.1275 2.0636 -0.7291
13 H -2.3354 0.6855 0.3395
14 H 0.1276 1.4118 0.0613
15 H -0.3006 -0.2687 -0.0611
16 H -0.3789 0.4581 -2.7546
17 H 1.8207 2.0848 -1.4530
18 H 0.6256 2.7316 -2.6103
19 H 2.7390 1.8621 -3.9078
20 H 1.2647 0.8986 -4.2058
21 H 3.2980 0.2411 -2.2168
22 H 2.8385 -0.6956 -3.4688
23 H 1.8164 -0.4754 -0.8854
24 H 1.0453 -1.4778 -2.1278
25 C 1.8101 2.1025 2.8584
26 O 1.8731 1.3876 1.6118
27 H 1.4012 3.0851 2.6387
28 H 1.1639 1.5937 3.5730
29 H 2.8051 2.2201 3.2896
30 H 2.2364 0.5189 1.8085
31 C -2.2434 -3.9710 0.0105
32 O -1.4536 -5.1071 0.3351
33 H -3.0252 -3.9081 0.7640
34 H -1.6632 -3.0440 0.0338
35 H -2.7139 -4.0651 -0.9706
36 H -0.7640 -5.2038 -0.3262
37 C -0.6506 -0.5249 4.8471
38 O -0.1774 0.6834 5.4269
39 H -0.4271 -0.4744 3.7818
40 H -0.1522 -1.4025 5.2657
41 H -1.7303 -0.6403 4.9674
42 H -0.3670 0.6584 6.3692

Charge distribution, Löwdin scheme, values in e: atom 1 (O): 0.127, atom 2 (C): -0.536, atom 3 (O): 0.124, atom 4 (C): -0.074, atom 5 (C): -0.141, atom 6 (C): -0.287, atom 7 (C): -0.108, atom 8 (C): -0.097, atom 9 (N): 0.080, atom 10 (C): -0.039, atom 11 (H): 0.114, atom 12 (H): 0.123, atom 13 (H): 0.136, atom 14 (H): 0.102, atom 15 (H): 0.119, atom 16 (H): 0.142, atom 17 (H): 0.131, atom 18 (H): 0.137, atom 19 (H): 0.139, atom 20 (H): 0.140, atom 21 (H): 0.179, atom 22 (H): 0.185, atom 23 (H): 0.129, atom 24 (H): 0.145, atom 25 (C): -0.112, atom 26 (O): -0.159, atom 27 (H): 0.084, atom 28 (H): 0.057, atom 29 (H): 0.083, atom 30 (H): 0.071, atom 31 (C): -0.168, atom 32 (O): -0.121, atom 33 (H): 0.082, atom 34 (H): 0.052, atom 35 (H): 0.078, atom 36 (H): 0.067, atom 37 (C): -0.158, atom 38 (O): -0.132, atom 39 (H): 0.064, atom 40 (H): 0.080, atom 41 (H): 0.080, atom 42 (H): 0.081